The following is a quantum chemistry calculation of a 2-piece molecular cluster, C17H20FNO5 overall in a non-equilibrium geometry, from the Open Molecules 2025 dataset.

Bonds (Å) are listed after each position.
Cartesian coordinates (Å):
1 C 3.79914 -2.16320 0.52102  C2 1.556, H19 1.095, H20 1.097, H21 1.102
2 C 4.25533 -0.73268 0.92982  C1 1.556, C3 1.537, H22 1.100, H23 1.099
3 C 3.40040 -0.12970 2.05541  C2 1.537, O4 1.179, O5 1.353
4 O 2.98150 -0.82580 2.91039  C3 1.179
5 O 3.23100 1.21029 1.98336  C3 1.353, C6 1.427
6 C 2.04265 1.67301 2.62400  O5 1.427, C7 1.559, H24 1.095, H25 1.101
7 C 1.38051 2.71543 1.67194  C6 1.559, C8 1.519, H26 1.101, H27 1.098
8 C 1.16008 2.00902 0.34555  C7 1.519, C9 1.326, C17 1.513
9 C 0.22620 1.11577 0.04802  C8 1.326, C10 1.506, C14 1.530
10 C -0.91100 0.53956 0.85051  C9 1.506, C11 1.556, H28 1.102, H29 1.098
11 C -0.52209 -0.66054 1.76148  C10 1.556, C12 1.550, H30 1.101, H31 1.102
12 C -1.57216 -1.80024 1.80581  C11 1.550, F13 1.389, H32 1.101, H33 1.100
13 F -2.81047 -1.43609 1.29274  C12 1.389
14 C 0.51264 0.77361 -1.41545  C9 1.530, O15 1.154, O16 1.369
15 O -0.04679 -0.03733 -2.01594  C14 1.154
16 O 1.49762 1.57816 -1.92202  C14 1.369, C17 1.391
17 C 2.04646 2.27599 -0.85144  C8 1.513, O16 1.391, O18 1.141
18 O 2.97687 2.93284 -0.91756  C17 1.141
19 H 2.94375 -2.54200 1.09067  C1 1.095
20 H 4.64648 -2.85418 0.61416  C1 1.097
21 H 3.54172 -2.15062 -0.55030  C1 1.102
22 H 5.28946 -0.79897 1.29870  C2 1.100
23 H 4.25741 -0.06566 0.05612  C2 1.099
24 H 1.29324 0.89475 2.80050  C6 1.095
25 H 2.26766 2.15713 3.58733  C6 1.101
26 H 2.09954 3.53696 1.52974  C7 1.101
27 H 0.45068 3.11180 2.10158  C7 1.098
28 H -1.28185 1.34678 1.50302  C10 1.102
29 H -1.73197 0.31931 0.15536  C10 1.098
30 H 0.47192 -1.07947 1.54065  C11 1.101
31 H -0.43750 -0.26451 2.78680  C11 1.102
32 H -1.73491 -2.10140 2.85174  C12 1.101
33 H -1.18682 -2.67161 1.25698  C12 1.100
34 C -2.94710 -0.11178 -3.23446  C35 1.386, C39 1.385, H40 1.081
35 C -3.90133 0.13178 -4.20931  C34 1.386, C36 1.387, H41 1.082
36 C -5.17541 -0.38284 -4.02348  C35 1.387, N37 1.334, H42 1.085
37 N -5.53710 -1.10373 -2.96067  C36 1.334, C38 1.334
38 C -4.60259 -1.32847 -2.03502  N37 1.334, C39 1.387, H43 1.085
39 C -3.30158 -0.85710 -2.12210  C34 1.385, C38 1.387, H44 1.081
40 H -1.94170 0.27172 -3.34005  C34 1.081
41 H -3.66384 0.70801 -5.09364  C35 1.082
42 H -5.95613 -0.21531 -4.75808  C36 1.085
43 H -4.92413 -1.91917 -1.18370  C38 1.085
44 H -2.58580 -1.06953 -1.34018  C39 1.081

The net charge is 0. The calculation puts the HOMO energy at -0.3489 Ha. As for the frontier orbital gap: 9.03 eV. The LUMO energy comes out at -0.5 eV. Its SMILES is CCC(=O)OCCC1=C(CCCF)C(=O)OC1=O.c1ccncc1. The value obtained for the total energy is -1190.6095 Eh. The relative energy (zero: lowest compared OMol25 entry of this formula, charge and spin) comes out at 37.19 kcal per mole.

The following is a quantum chemistry calculation of a single C8H8N2S molecule in a non-equilibrium geometry, from the Open Molecules 2025 dataset.

Bonds (Å) are listed after each position.
Cartesian coordinates (Å):
1 S -3.75554 0.46880 0.23364  C2 1.828, H12 1.382
2 C -2.48858 -0.71478 -0.34564  S1 1.828, C3 1.539, H13 1.223, H14 1.114
3 C -0.98766 -0.42607 -0.16304  C2 1.539, N4 1.352, N11 1.325
4 N -0.08943 -1.43092 -0.05803  C3 1.352, C5 1.397
5 C 1.15864 -0.80237 -0.06274  N4 1.397, C6 1.457, C10 1.390
6 C 2.49445 -1.31963 0.20412  C5 1.457, C7 1.406, H15 1.150
7 C 3.54050 -0.38508 0.30110  C6 1.406, C8 1.441, H16 1.107
8 C 3.29288 1.02180 0.10981  C7 1.441, C9 1.410, H17 1.124
9 C 2.00379 1.54014 -0.13042  C8 1.410, C10 1.401, H18 1.083
10 C 1.01420 0.56166 -0.28889  C5 1.390, C9 1.401, N11 1.423
11 N -0.39319 0.75698 -0.21057  C3 1.325, C10 1.423, H19 0.965
12 H -3.82938 0.24200 1.59467  S1 1.382
13 H -2.60468 -1.00494 -1.52775  C2 1.223
14 H -2.67387 -1.68681 0.16570  C2 1.114
15 H 2.62915 -2.45935 0.27903  C6 1.150
16 H 4.57209 -0.74142 0.11742  C7 1.107
17 H 4.09727 1.80272 0.18499  C8 1.124
18 H 1.98577 2.62316 -0.13547  C9 1.083
19 H -0.87886 1.58738 -0.28245  N11 0.965

The net charge is 0. The calculation puts the HOMO energy at -0.3076 Ha. As for the frontier orbital gap: 8.99 eV. The LUMO energy comes out at 0.6 eV. Its SMILES is SCc1nc2ccccc2[nH]1. The value obtained for the total energy is -817.3224 Eh. The relative energy (zero: lowest compared OMol25 entry of this formula, charge and spin) comes out at 36.09 kcal per mole.

- Which value of net charge does entry 1 give?
  0